No. 1
Computed, not measured: 2 unconnected molecules or ions with the total composition C7H11N2O2 in a non-equilibrium geometry, with wB97M-V/def2-TZVPD.

Output
Energy relative to the best compared isomer or geometry (same formula, charge and spin) ... 26.4 kcal per mole
Net charge ... -1
E ... -533.37288 Eh

Each line ends with the Löwdin charge.
Element x y z (Å)
C  1.64090  1.16754  -0.27053  -0.06
C  3.01462  0.65450  -0.77835  -0.80
O  3.71007  1.41996  -1.46890  -0.10
O  3.25565  -0.53550  -0.43729  -0.13
H  1.44895  0.69382  0.68211  0.05
H  0.89581  0.90156  -1.01224  0.04
H  1.56568  2.25140  -0.15248  0.06
C  -1.98251  0.41812  0.86218  -0.20
C  -1.79030  1.62321  -0.11650  -0.09
C  -1.12772  -0.72756  0.43311  -0.36
C  -0.29549  -1.51721  1.15488  -0.08
C  -0.30709  -2.12291  -0.94835  -0.20
N  -1.14604  -1.13235  -0.88593  0.10
N  0.22527  -2.44480  0.27027  0.06
H  -1.76990  0.78606  1.87251  0.10
H  -3.00421  0.09752  1.02060  0.09
H  -2.75653  1.77465  -0.60613  0.06
H  -0.09007  -1.39087  2.20374  0.11
H  -0.17939  -2.84491  -1.74170  0.11
H  1.17479  -2.77674  0.36498  0.14
H  -1.13197  1.27254  -0.89201  0.03
H  -1.35052  2.43194  0.44601  0.06

---

No. 2
Computed, not measured: a single C5H7NO molecule, with wB97M-V/def2-TZVPD.

Output
Energy relative to the best compared isomer or geometry (same formula, charge and spin) ... 88.2 kcal per mole
SMILES ... C/C([O-])=C/C1=C[NH2+]1
E ... -324.58393 Eh

Each line ends with the Löwdin charge.
Element x y z (Å)
C  -1.71528  -0.82300  1.80366  -0.03
C  -0.38776  -0.32334  1.25239  -0.50
O  0.58327  -0.22007  1.99510  0.03
C  -0.33315  0.00112  -0.16025  -0.04
C  0.83976  0.46110  -0.66696  -0.25
C  2.08447  0.91055  -0.83117  0.02
N  1.25834  0.73670  -2.08015  0.07
H  -1.59820  -1.86577  2.11714  0.08
H  -2.53401  -0.76172  1.08037  0.07
H  -1.97347  -0.24297  2.69437  0.08
H  -1.20140  -0.09010  -0.80307  0.09
H  3.09643  0.55943  -0.72034  0.09
H  0.92755  1.56877  -2.56091  0.14
H  1.31896  -0.08409  -2.68260  0.15

---

No. 3
Computed, not measured: a single C5H6O2 molecule, with wB97M-V/def2-TZVPD.

Output
Energy relative to the best compared isomer or geometry (same formula, charge and spin) ... 55.5 kcal per mole
SMILES ... C#C[C@H](C=O)CO
E ... -344.51340 Eh

Each line ends with the Löwdin charge.
Element x y z (Å)
C  2.49845  -0.80177  -0.21878  0.14
C  1.36642  -0.44080  -0.41354  -0.11
C  -0.01736  0.02963  -0.54098  -0.27
C  -0.02032  1.49990  -0.13743  -0.20
O  -0.48022  1.91001  0.90217  0.07
C  -0.97664  -0.81254  0.32598  -0.23
O  -2.24158  -0.21592  0.44373  -0.05
H  3.50038  -1.12727  -0.04568  0.03
H  -0.32834  -0.01864  -1.59362  0.15
H  0.44637  2.18915  -0.86851  0.14
H  -0.50996  -0.99405  1.30372  0.13
H  -1.12114  -1.78062  -0.16212  0.13
H  -2.11606  0.56292  1.00505  0.08

---

No. 4
Computed, not measured: a molecular structure, C37H23Cl2N8O5Sr, with wB97M-V/def2-TZVPD.

Output
Energy relative to the best compared isomer or geometry (same formula, charge and spin) ... 7.7 kcal per mole
Net charge ... -1
E ... -3189.46376 Eh

Each line ends with the Löwdin charge.
Element x y z (Å)
Sr  -0.41585  0.58052  0.51786  1.51
C  3.45574  -2.00941  5.51312  -0.09
C  4.47975  -1.93795  4.56218  -0.09
C  4.20138  -1.70892  3.22268  -0.02
C  2.87313  -1.53874  2.86421  -0.10
C  2.20908  -1.30369  1.57016  -0.31
N  2.86119  -1.32442  0.43689  0.19
C  2.26095  -1.23614  -0.77309  -0.31
C  2.87604  -1.77149  -1.97118  -0.12
C  4.10164  -2.39248  -2.22014  -0.03
C  4.35270  -2.83537  -3.50164  -0.10
C  3.39458  -2.68882  -4.52400  -0.10
C  2.17360  -2.09564  -4.28003  -0.03
C  1.92442  -1.62285  -2.98929  -0.13
C  0.76883  -1.00641  -2.36868  -0.33
N  -0.39858  -0.87493  -3.01188  0.20
C  -1.56305  -0.74078  -2.41473  -0.32
N  -1.82154  -0.73892  -1.06373  0.03
C  -3.14547  -0.82721  -0.88257  -0.28
N  -3.82312  -1.01397  0.26556  0.21
C  -3.23873  -1.15128  1.43068  -0.28
N  -1.92181  -1.00136  1.74170  0.04
C  -1.73370  -1.39950  3.01093  -0.28
N  -0.59064  -1.51559  3.67528  0.19
C  0.59571  -1.41012  3.06973  -0.29
N  0.85554  -1.18960  1.77364  0.03
C  1.85515  -1.61224  3.81013  -0.10
C  2.12688  -1.85491  5.14747  -0.02
C  -3.02650  -1.76300  3.62460  -0.10
C  -3.37284  -2.21853  4.88547  -0.02
C  -4.71271  -2.49383  5.11971  -0.09
C  -5.67021  -2.32995  4.11427  -0.09
C  -5.31461  -1.88748  2.84804  -0.01
C  -3.97855  -1.60109  2.62545  -0.10
C  -3.83261  -0.81826  -2.17730  -0.11
C  -5.17488  -0.88737  -2.53198  -0.02
C  -5.48220  -0.88970  -3.88066  -0.09
C  -4.47363  -0.83818  -4.85434  -0.09
C  -3.13674  -0.77996  -4.50122  -0.02
C  -2.83079  -0.76366  -3.14512  -0.11
N  1.03917  -0.74622  -1.05920  0.05
H  3.71052  -2.19219  6.54981  0.09
H  5.50662  -2.06819  4.88147  0.09
H  4.98569  -1.66501  2.47818  0.11
H  4.82249  -2.52247  -1.42304  0.10
H  5.29696  -3.31506  -3.72898  0.09
H  3.62182  -3.05804  -5.51677  0.09
H  1.42588  -1.99618  -5.05639  0.11
H  1.32422  -1.91760  5.87039  0.11
H  -2.62078  -2.35149  5.65193  0.11
H  -5.02603  -2.84449  6.09533  0.09
H  -6.70679  -2.55621  4.33199  0.09
H  -6.04546  -1.76602  2.05967  0.11
H  -5.94174  -0.93405  -1.77010  0.11
H  -6.51719  -0.93389  -4.19674  0.09
H  -4.75029  -0.84621  -5.90168  0.09
H  -2.35279  -0.74847  -5.24644  0.11
O  3.38893  2.24627  -0.65753  0.14
C  2.17427  2.44724  -0.14655  -0.50
O  1.83979  2.04560  0.94232  0.05
C  1.26625  3.24125  -1.07962  -0.12
O  -0.05527  2.81673  -0.90269  -0.22
C  -1.05233  3.84435  -0.72811  -0.09
C  -2.17128  3.46323  0.27578  -0.70
O  -3.16703  4.17796  0.18326  0.00
O  -1.92310  2.51981  1.07764  -0.16
H  3.86810  1.67284  -0.03548  0.14
H  1.38745  4.29739  -0.81479  0.14
H  1.60174  3.10370  -2.11001  0.14
H  -0.57210  4.74394  -0.33224  0.12
H  -1.50326  4.07840  -1.69218  0.13
Cl  -0.33899  -4.01040  0.05850  0.55
C  -0.82595  -3.94929  -1.63225  -1.02
Cl  -1.19695  -5.56029  -2.29524  0.49
H  -0.01281  -3.52983  -2.21266  0.01
H  -1.72018  -3.34351  -1.71135  0.01

---

No. 5
Computed, not measured: 2 unconnected molecules or ions with the total composition C3H4FO3P in a non-equilibrium geometry, with wB97M-V/def2-TZVPD.

Output
Energy relative to the best compared isomer or geometry (same formula, charge and spin) ... 95.5 kcal per mole
Net charge ... -2
E ... -783.52592 Eh

Each line ends with the Löwdin charge.
Element x y z (Å)
C  1.78510  -1.98172  -0.39662  -0.34
C  1.70044  -1.54623  0.85530  -0.26
C  -0.46612  0.71649  0.62819  -0.03
O  -2.18306  2.16282  0.59568  -0.35
O  -0.86977  2.17660  -1.57752  -0.42
O  -2.61429  0.36019  -1.08507  -0.39
F  0.61110  1.56672  0.85206  -0.08
P  -1.73286  1.42103  -0.61667  -0.07
H  1.11824  -1.78373  -1.20141  -0.02
H  2.61741  -2.68090  -0.61374  -0.03
H  0.87774  -0.68737  0.90775  -0.10
H  -0.84392  0.27611  1.65206  0.10

---

No. 6
Computed, not measured: a molecular structure, C5H10O, with wB97M-V/def2-TZVPD.

Output
Energy relative to the best compared isomer or geometry (same formula, charge and spin) ... 108.1 kcal per mole
E ... -271.58031 Eh

Each line ends with the Löwdin charge.
Element x y z (Å)
C  -0.37761  1.21364  -0.52968  -0.01
C  -0.66768  -0.01257  0.19782  -0.36
C  -1.54943  -1.05259  -0.47775  -0.07
C  0.86155  -0.67232  0.34192  -0.60
C  1.67729  0.56898  0.59690  0.04
O  1.13420  -1.44169  1.33109  -0.03
H  0.99166  1.30620  -0.25755  0.10
H  -0.67019  2.18295  -0.12964  0.09
H  -0.35504  1.16661  -1.62025  0.10
H  -0.98796  0.18227  1.22589  0.14
H  -2.60365  -0.75723  -0.48381  0.08
H  -1.45559  -2.00145  0.06255  0.09
H  -1.23564  -1.21972  -1.51506  0.08
H  1.05522  -1.05910  -0.69135  0.15
H  2.75410  0.53310  0.40988  0.09
H  1.42878  1.06293  1.53903  0.11